Entry 1:
C6H11NS in the gas phase, computed with ωB97M-V with the def2-TZVPD basis set.

```
! RIJCOSX wB97M-V def2-TZVPD def2/J DEFGRID3
* xyz 0 1
H -1.39 -0.25 1.68
H -0.35 0.97 2.64
C 0.72 -0.05 1.12
H 1.69 0.19 1.70
H -0.05 1.86 0.28
H -1.76 -0.77 -2.02
C -1.15 -0.59 -1.10
C -0.42 0.02 2.08
H 1.53 1.56 -0.22
H -0.27 -0.66 2.94
N 0.72 -1.27 0.36
C -0.04 0.31 -1.23
S 0.30 1.09 -2.88
H -1.77 -0.45 -0.19
H 1.55 -1.85 0.60
C 0.58 1.05 -0.06
C 0.25 -1.15 -0.99
H 0.67 -1.76 -1.73
H -0.82 1.76 -2.98
*
```

Its SMILES is C[C@@H]1C[C@]2(S)C[C@@H]2N1. The value obtained for the HOMO energy is -8.056 eV. For the energy above the lowest of the compared OMol25 structures with the same formula, charge and spin, the calculation gives 34.3 kcal/mol. The value obtained for the total energy is -18724.0052 eV. As for the molar mass: 129.23 g/mol. The LUMO energy comes out at 0.992 eV.

Entry 2:
8 unconnected molecules or ions with the total composition C31H50N2O16S, computed with ωB97M-V with the def2-TZVPD basis set.

```
! RIJCOSX wB97M-V def2-TZVPD def2/J DEFGRID3
* xyz 0 1
C 3.40 -1.52 1.02
C -6.32 0.43 -2.43
C 3.14 1.86 5.84
H -1.73 0.36 -6.61
O 1.77 -1.31 4.53
C -6.35 2.66 -2.94
C 0.42 -1.68 4.15
C 0.93 -2.71 6.23
C 3.14 2.88 0.52
H 2.79 1.49 -1.05
C -0.66 -1.53 -4.77
C 2.08 -1.85 5.73
H 5.41 0.56 3.83
H 0.38 -1.84 3.08
N 2.38 -0.74 0.42
H 2.10 3.21 0.43
H 3.34 2.78 1.58
H 3.47 -2.80 -4.71
C 2.96 2.43 4.45
H 2.35 -5.85 -6.89
H 2.29 1.21 6.07
O -6.68 -0.71 -2.36
O 0.77 -3.67 -7.85
H 3.21 -5.52 -4.61
H -5.49 2.72 -0.97
O -2.36 -3.21 -5.12
O 3.11 -1.62 6.29
H 4.27 1.15 -0.13
H 0.81 -5.65 -5.99
O -2.82 -1.05 -5.58
C -4.21 -3.31 -0.33
H -5.02 -1.36 0.22
C -4.94 0.97 -2.10
O 1.46 5.06 0.53
H 3.22 2.65 6.58
O 4.07 -2.24 0.43
H 4.50 -1.42 2.57
H 3.84 3.54 0.04
H 0.04 -1.74 -5.58
H -2.87 -3.75 -1.99
O -2.44 -1.94 -1.07
H 5.29 1.72 5.91
C 3.28 -3.52 -5.51
O 3.56 -1.39 2.36
C -3.40 -2.91 -1.55
H 2.67 0.74 1.80
H -2.73 0.99 -5.29
H 4.50 0.21 6.38
C 3.22 1.45 -0.06
H -1.26 0.18 -3.60
H 3.85 -0.25 4.07
H -4.32 3.08 -2.24
C -0.93 -0.03 -4.62
S 0.89 -1.43 1.07
H -6.99 3.49 -2.66
H -0.31 -1.97 -3.84
H -0.94 5.11 3.56
C 0.71 5.56 1.31
H -5.21 -3.67 -0.57
H 1.84 -4.47 -4.22
H -2.19 6.50 2.08
H -0.94 -3.09 5.13
C -2.08 0.18 -5.59
C 1.76 -5.19 -6.25
H -4.21 -2.22 1.57
C -0.44 6.06 3.31
O -7.11 1.44 -2.87
H -0.06 0.59 -4.83
C 4.41 0.67 4.24
H 1.30 -3.64 6.65
C 0.12 -2.93 4.95
C -5.19 2.47 -1.99
H 1.63 6.63 2.92
H -0.02 -1.32 0.08
H 1.40 4.88 3.22
H -4.26 0.72 -2.92
C -2.88 -1.38 0.08
H -0.95 7.76 2.05
H 0.37 -2.15 6.98
H -0.24 -0.85 4.41
C 2.54 -4.76 -5.01
O -0.51 6.06 0.96
C -4.20 -2.02 0.50
H 4.23 -3.77 -5.99
H -3.69 -4.10 0.22
N 2.42 0.62 0.83
H -4.02 -2.43 -2.32
C 1.55 -3.87 -6.97
C -2.02 -2.07 -5.15
O 3.73 1.75 3.57
O -2.31 -0.49 0.63
H -4.58 0.54 -1.17
C -1.12 6.69 2.11
C 0.96 5.77 2.78
H -0.46 6.69 4.20
H 0.50 -3.81 4.43
O 2.23 3.32 4.13
C 4.44 1.06 5.71
H -6.03 2.81 -3.98
O 2.41 -2.93 -6.49
*
```

Its SMILES is CCNN(S)C(=O)O.O=C1CCCO1.O=C1CCCO1.O=C1CCCO1.O=C1CCCO1.O=C1CCCO1.O=C1CCCO1.O=C1CCCO1. The value obtained for the HOMO energy is -8.739 eV. The value obtained for the total energy is -79533.0854 eV. As for the molar mass: 738.81 g/mol. The LUMO energy comes out at 0.375 eV.